No. 1
Formula: C21H21ClN2O4
Source: the Open Molecules 2025 dataset
Level of theory: ωB97M-V with the def2-TZVPD basis set

As for the structure (SMILES): CC1=NC(=O)[C@H](CN2CCc3ccc(OC(C)C)c(Cl)c3C2=O)c2occc21. Its net charge is 0. The LUMO energy is -0.136 eV. The energy above the lowest of the compared OMol25 structures with the same formula, charge and spin is 109.0 kcal per mole. The orbital gap is 8.5140 eV.

Element x y z (Å)
Cl: -1.30828 2.53406 0.17414
O: 3.43789 -1.87163 2.34023
O: 2.11514 1.77901 5.22406
O: 0.08468 1.24880 2.17617
O: -2.15278 1.69762 -2.36787
N: 3.62235 0.15917 1.57343
N: 0.36076 -1.00375 2.66393
C: -1.99976 -0.79043 -1.94228
C: 3.18643 -0.66925 2.51968
C: -1.39331 0.79376 -0.24943
C: -1.97006 0.54571 -1.55663
C: -0.31806 1.67708 -4.04706
C: 3.11407 1.98455 3.16911
C: -0.96494 -1.58415 0.17401
C: 2.15498 3.10156 4.86998
C: -1.49113 -1.80837 -1.05776
C: 1.16117 -0.75451 3.89298
C: -0.19484 -2.37829 2.48993
C: -1.79393 1.62579 -3.78294
C: 3.65782 1.46395 1.84581
C: 2.63393 -0.28475 3.90651
C: 4.25810 2.33909 0.87014
C: 2.62749 1.19912 4.07313
C: -2.51882 2.84810 -4.54779
C: 2.82438 3.25314 3.67218
C: -0.39502 -2.72946 1.01481
C: -0.06586 0.07205 1.75311
C: -0.83559 -0.21983 0.55608
H: 1.79410 3.89520 5.55153
H: 0.62874 -0.16042 4.64426
H: 4.68148 3.23429 1.36680
H: 3.04297 4.25833 3.19047
H: 0.67355 -2.85712 0.59697
H: -3.64246 2.94465 -4.36692
H: 3.15648 -0.87537 4.67414
H: -1.65831 -2.85465 -1.31963
H: 0.46680 -3.13536 2.85155
H: 1.20693 -1.81868 4.25457
H: -2.42128 2.57494 -5.67076
H: 0.25990 2.42004 -3.48736
H: 3.48293 2.57538 0.16239
H: -1.13765 -2.51356 3.11517
H: -0.15092 1.82446 -5.09344
H: 0.29696 0.74071 -4.04343
H: -0.95238 -3.71069 0.90885
H: -1.99350 3.69086 -4.29775
H: -2.13469 0.70806 -4.16000
H: 5.10650 1.87869 0.39314
H: -2.61328 -1.11822 -2.74855

Atomic partial charges in e from the natural (NBO) method, atoms 1 to 6:
1 Cl 0.034
2 O -0.569
3 O -0.402
4 O -0.607
5 O -0.515
6 N -0.504

=====

No. 2
Formula: C21H21CoN4PS2
Source: the Open Molecules 2025 dataset
Level of theory: ωB97M-V with the def2-TZVPD basis set

Its net charge is 0. The LUMO energy (spin up / spin down) is 0.081 / 0.072 eV. Its spin multiplicity is 4. The energy above the lowest of the compared OMol25 structures with the same formula, charge and spin is 6.2 kcal per mole. The orbital gap (spin up / spin down) is 6.6035 / 6.8978 eV.

Element x y z (Å)
Co: 0.67308 -0.52756 1.13775
S: -0.24366 0.32619 3.00846
S: 0.04155 -2.66904 1.55126
P: -0.26327 0.52284 -0.78410
N: 4.23400 -1.82346 -0.65015
N: 4.62787 -3.75884 -1.78616
N: 2.67543 -0.59590 0.81564
N: 2.73676 -3.64103 -0.47478
C: -3.50838 3.53586 0.44357
C: 3.85488 -3.06122 -0.93653
C: 2.92565 2.99614 -1.32907
C: 2.72590 1.70063 -3.34199
C: -3.53855 -2.83597 3.43585
C: 1.79160 2.38562 -0.82127
C: -1.37753 -2.20448 2.52286
C: -1.07666 -0.37368 -2.13978
C: -3.54229 2.21459 0.87279
C: -2.66697 -0.63805 3.82853
C: 3.40694 -1.17307 0.12700
C: -2.48270 3.97220 -0.38209
C: -3.67708 -1.57053 3.99349
C: 1.09835 1.43652 -1.57639
C: -1.50159 -0.92862 3.11089
C: 1.58005 1.09522 -2.83600
C: -2.54384 1.33629 0.48476
C: -1.51357 1.76740 -0.35220
C: 3.39790 2.65116 -2.59103
C: -1.48611 3.08918 -0.78192
C: -2.39896 -3.13814 2.71086
H: -2.45396 5.00150 -0.71676
H: 2.54974 -4.61364 -0.64236
H: -2.28148 -4.12122 2.27059
H: -2.55491 0.31889 0.86291
H: 3.44921 3.73388 -0.73476
H: 3.08949 1.42674 -4.32403
H: 2.18976 -3.20013 0.25597
H: -4.56649 -1.31206 4.55456
H: -2.01132 -0.77859 -1.75307
H: -2.75993 0.34883 4.26723
H: -1.29131 0.30878 -2.96182
H: -4.31554 -3.57977 3.55919
H: -0.69424 3.43739 -1.43317
H: 4.29148 3.12029 -2.98208
H: -4.33103 1.87104 1.52938
H: 1.44452 2.64242 0.17431
H: 5.49162 -3.33612 -2.07598
H: 4.48696 -4.73835 -1.94587
H: 1.06337 0.35894 -3.43834
H: -0.46756 -1.20706 -2.48865
H: -4.27719 4.22798 0.76252

Atomic partial charges in e from the natural (NBO) method, atoms 1 to 6:
1 Co 1.094
2 S -0.401
3 S -0.490
4 P 0.803
5 N -0.635
6 N -0.776

=====

No. 3
Formula: C21H21F4
Source: the Open Molecules 2025 dataset
Level of theory: ωB97M-V with the def2-TZVPD basis set

Its net charge is +1. The LUMO energy is -6.173 eV. The energy above the lowest of the compared OMol25 structures with the same formula, charge and spin is 2.2 kcal per mole. The orbital gap is 5.3362 eV.

Element x y z (Å)
F: 3.23067 -2.17344 3.42386
F: 0.42283 7.22311 -0.74793
F: -0.85197 -4.41874 2.45310
F: 4.11389 5.08783 1.34509
C: 2.18094 3.79754 0.81628
C: -0.04779 -3.30414 2.37346
C: -0.49461 -2.21771 1.62147
C: 0.62651 1.27479 0.57748
C: 0.43945 -3.07392 -1.47627
C: 1.63254 -1.13301 1.99202
C: -0.04517 -0.08348 0.34440
C: 0.28699 4.90430 -0.23827
C: -2.94854 -2.17642 -1.31857
C: -1.69902 -1.92482 -2.19452
C: -0.39343 -1.85046 -1.49452
C: 2.84981 5.02056 0.80407
C: 2.00488 -2.21637 2.79646
C: 0.38158 -1.15683 1.36299
C: -4.25045 -2.30151 -2.10176
C: 1.20361 -3.33249 2.98591
C: 0.19349 -0.54805 -1.07525
C: 0.88953 3.71557 0.23579
C: 2.30485 6.19009 0.27784
C: 0.17016 2.45997 0.10647
C: 1.00568 6.08938 -0.23285
H: 1.54202 1.26685 1.16597
H: -1.83665 -0.99602 -2.76253
H: -1.62644 -2.75556 -2.91398
H: -1.50301 -2.21996 1.19900
H: 2.65479 2.92118 1.25444
H: 1.28493 -0.64474 -1.21875
H: -3.03914 -1.37067 -0.57656
H: -5.09447 -2.38732 -1.41115
H: -0.12609 -3.90991 -1.91228
H: -1.14068 0.04423 0.44725
H: -0.73202 4.86991 -0.61686
H: 1.34902 -2.91094 -2.07889
H: 2.85357 7.12972 0.26942
H: 1.53236 -4.18696 3.56615
H: -4.42880 -1.43027 -2.73992
H: -0.18632 0.22788 -1.76785
H: 2.33377 -0.30915 1.86558
H: -2.78538 -3.10465 -0.75433
H: -0.78806 2.51102 -0.42404
H: -4.25687 -3.19127 -2.74015
H: 0.78704 -3.40515 -0.48728

Atomic partial charges in e from the natural (NBO) method, atoms 1 to 6:
1 F -0.310
2 F -0.317
3 F -0.316
4 F -0.319
5 C -0.269
6 C 0.437

=====

No. 4
Formula: C21H21N2O5P
Source: the Open Molecules 2025 dataset
Level of theory: ωB97M-V with the def2-TZVPD basis set

As for the structure (SMILES): NCc1ccc2c(c1)C(=O)N(P(=O)(O)O)C2=O.c1ccccc1.c1ccccc1. Its net charge is 0. The LUMO energy is -1.785 eV. The orbital gap is 7.1089 eV.

Element x y z (Å)
P: 0.36199 1.01436 -1.84003
O: 0.71244 1.15664 1.94545
O: -0.33523 0.17213 -3.02426
O: -0.10001 2.67944 -2.06259
O: -2.05661 -1.47219 -0.72935
O: 2.09214 0.93001 -2.10259
N: -0.19491 0.27185 -0.31740
N: -6.52546 4.74157 0.32661
C: 7.71590 0.54685 0.16260
C: 7.36940 -0.10968 -1.01796
C: -5.86212 3.75554 -0.60897
C: -3.37584 4.18927 0.86392
C: 6.02705 -0.23848 -1.37574
C: -1.87226 3.61147 1.31429
C: -2.13512 -5.32485 0.26467
C: 0.07681 -6.05059 1.80028
C: 5.37854 0.93237 0.63567
C: 5.03241 0.28400 -0.54955
C: -2.46442 1.16201 -0.14758
C: -1.64888 -0.22441 -0.46400
C: -2.07653 -6.59034 0.84777
C: 0.01644 -4.78381 1.22029
C: -0.97136 -6.95232 1.61853
C: -3.94250 1.71117 -0.59590
C: -1.49871 2.10760 0.78023
C: -4.36480 3.23946 -0.07233
C: 6.72107 1.06598 0.99059
C: -1.09115 -4.41978 0.45415
C: -0.16392 1.16903 0.93794
H: 3.98643 0.18497 -0.82934
H: -4.62942 1.02926 -1.25807
H: -2.99572 -5.04351 -0.33730
H: -1.13966 -3.43202 0.00430
H: 0.94115 -6.33503 2.39517
H: -7.55612 4.73572 0.07135
H: 5.75705 -0.74578 -2.29816
H: -1.09817 4.22648 1.94651
H: -3.72928 5.26591 1.19923
H: 8.76218 0.65329 0.43804
H: 6.99135 1.57458 1.91229
H: -0.92707 -7.93688 2.07614
H: 8.14448 -0.51996 -1.65955
H: 4.60314 1.33443 1.28181
H: -5.63468 4.31718 -1.62904
H: 0.83197 -4.08009 1.36499
H: 2.28141 1.73932 -2.69694
H: 0.12173 3.23287 -1.23739
H: -6.14380 5.71870 0.14789
H: -6.50009 2.80092 -0.84861
H: -2.89123 -7.29469 0.70197

Atomic partial charges in e from the natural (NBO) method, atoms 1 to 6:
1 P 2.289
2 O -0.484
3 O -1.020
4 O -0.937
5 O -0.466
6 O -0.927

=====

No. 5
Formula: C21H21N2O7S2
Source: the Open Molecules 2025 dataset
Level of theory: ωB97M-V with the def2-TZVPD basis set

Its net charge is -1. The LUMO energy is 1.853 eV. The energy above the lowest of the compared OMol25 structures with the same formula, charge and spin is 0.0 kcal per mole. The orbital gap is 4.9642 eV.

Element x y z (Å)
S: 2.49312 0.01841 2.99738
S: 0.45834 2.21488 3.44270
O: -0.57293 2.36939 4.44514
O: -3.90339 -6.75588 -2.88410
O: 3.03300 -0.17725 4.32499
O: -5.66337 0.85767 3.32029
O: 0.36444 2.90169 2.16871
O: 2.60144 -1.01453 1.98915
O: -4.45208 -7.44982 -0.86650
N: 1.29288 -4.63442 3.07835
N: -3.67856 -6.85638 -1.65511
C: 1.99826 2.71850 4.22709
C: -2.15070 0.95101 2.24141
C: -2.22836 -6.36731 0.24856
C: -0.20729 -0.43344 2.97674
C: 3.16389 1.54345 2.30411
C: -3.49680 1.25733 2.28045
C: 1.14257 -4.55385 1.91332
C: 0.77741 0.48020 3.12244
C: -2.49620 -6.27184 -1.12780
C: -3.81944 -0.48301 3.97295
C: -0.46340 -5.00810 -1.46699
C: -4.34779 0.55863 3.17037
C: -6.16822 2.00446 2.59370
C: 3.16522 2.71022 3.26874
C: 2.02335 -3.73707 -0.24638
C: -2.48442 -0.80570 3.87541
C: -1.61102 -0.08551 3.03087
C: -1.60418 -5.59158 -1.98175
C: -1.09188 -5.78318 0.77078
C: 0.97354 -4.45145 0.52309
C: -0.16346 -5.06554 -0.05612
H: 2.99027 -4.24954 -0.12974
H: 0.21273 -4.49062 -2.14984
H: 3.17121 3.64968 2.70816
H: -1.84669 -5.54275 -3.03927
H: -3.88256 2.05416 1.64240
H: 1.74724 3.72318 4.57820
H: 2.16706 -2.72984 0.17066
H: 4.09289 2.69293 3.84631
H: 2.14764 2.05626 5.08360
H: 1.79902 -3.66962 -1.31187
H: -6.09993 1.85491 1.50539
H: -2.93018 -6.89970 0.88197
H: -4.48713 -0.99912 4.65815
H: 0.07162 -1.48173 2.88366
H: -1.52892 1.50419 1.54033
H: 4.17788 1.23539 2.03517
H: -2.05623 -1.60474 4.48125
H: -7.20868 2.05453 2.90898
H: -0.91870 -5.88295 1.84380
H: -5.63161 2.92518 2.87078
H: 2.60383 1.76428 1.39093

Atomic partial charges in e from the natural (NBO) method, atoms 1 to 6:
1 S 2.176
2 S 2.165
3 O -0.919
4 O -0.474
5 O -0.930
6 O -0.493

=====

The electronic energy results, record by record, are as follows: -1683.3749; -3552.4320; -1211.9529; -1639.5268; -2245.2858 hartree.